The following is a DFT calculation (ωB97M-V/def2-TZVPD) of an isolated molecule of C24H24N4 in a non-equilibrium geometry.

Atoms and positions in Å:
C1 -2.985 -2.326 -0.704
C2 -2.556 -1.068 -0.082
C3 -1.282 -0.563 0.130
C4 -0.038 -1.196 -0.374
C5 1.291 -0.716 0.098
C6 2.183 -1.336 0.947
C7 2.100 -2.668 1.566
N1 3.247 -0.495 1.111
C8 4.477 -0.849 1.796
C9 3.085 0.657 0.323
C10 3.889 1.783 0.227
C11 3.354 2.870 -0.477
C12 2.092 2.794 -1.075
C13 1.273 1.665 -0.950
C14 1.801 0.564 -0.289
N2 -0.143 -1.254 -2.083
C15 -1.061 -0.640 -2.868
C16 -0.575 -0.745 -4.207
N3 0.598 -1.388 -4.187
C17 0.849 -1.677 -2.895
C18 -1.370 0.643 0.916
C19 -0.490 1.532 1.526
C20 -1.010 2.667 2.157
C21 -2.372 2.981 2.131
C22 -3.285 2.101 1.527
C23 -2.767 0.905 1.028
N4 -3.446 -0.187 0.471
C24 -4.896 -0.260 0.304
H1 -2.088 -2.896 -0.919
H2 -3.642 -2.884 -0.025
H3 -3.529 -2.179 -1.645
H4 -0.095 -2.246 -0.525
H5 1.137 -3.071 1.291
H6 2.891 -3.318 1.189
H7 2.201 -2.650 2.650
H8 5.167 -0.012 1.654
H9 4.341 -1.023 2.872
H10 4.909 -1.750 1.345
H11 4.887 1.831 0.704
H12 3.897 3.794 -0.571
H13 1.704 3.646 -1.641
H14 0.241 1.630 -1.317
H15 -2.002 -0.196 -2.507
H16 -1.091 -0.351 -5.102
H17 1.727 -2.207 -2.540
H18 0.580 1.338 1.545
H19 -0.320 3.321 2.687
H20 -2.708 3.898 2.584
H21 -4.358 2.331 1.467
H22 -5.316 0.686 0.639
H23 -5.134 -0.387 -0.765
H24 -5.362 -1.096 0.865

Force components x, y, z for each atom (eV/Å):
C -0.2 -0.3 -0.2
C 0.8 1.4 0.9
C 0.6 -0.8 0.1
C -0.4 -0.7 -2.7
C -1.0 -0.1 -0.5
C -0.5 1.1 -1.0
C 0.2 -0.1 0.0
N 0.7 0.4 -0.1
C 0.1 0.1 -0.2
C -0.6 -0.6 0.4
C 0.3 0.6 0.0
C 0.1 -0.8 0.0
C -0.9 -0.2 -0.1
C 0.4 0.3 -0.5
C 1.2 -0.2 0.8
N 0.6 1.6 1.3
C -0.6 0.6 -1.9
C -1.7 0.6 2.0
N 1.1 -0.8 0.7
C -0.1 0.1 -1.2
C -1.3 0.0 -0.4
C 0.0 0.5 0.6
C 0.5 -0.4 -0.1
C -0.4 -0.8 -0.6
C 0.2 0.3 0.5
C 0.0 -0.5 -0.4
N -0.7 0.6 0.1
C 0.2 -0.3 -0.3
H -0.1 -0.3 -0.1
H 0.2 0.0 -0.1
H 0.1 0.0 0.1
H 0.0 -1.3 1.9
H -0.2 -0.4 0.1
H 0.0 -0.1 -0.1
H -0.1 0.1 0.1
H 0.0 -0.3 0.2
H -0.1 0.1 -0.3
H 0.1 0.2 0.1
H -0.8 0.1 -0.3
H 0.3 0.1 0.0
H 0.2 -0.2 0.3
H 0.5 0.1 -0.1
H 0.8 -0.3 -0.1
H 0.6 -0.5 0.6
H -0.2 0.2 0.0
H -0.4 0.2 0.1
H -0.2 0.0 -0.2
H -0.2 0.1 0.0
H 0.6 -0.1 0.2
H -0.1 -0.2 0.0
H 0.0 0.1 0.4
H 0.4 0.5 -0.2

Its SMILES is Cc1c(C(c2c(C)n(C)c3ccccc23)n2ccnc2)c2ccccc2n1C. Its frontier orbital gap is 8.243 eV. As for the energy: -1147.95315 a.u. For the HOMO energy, the calculation gives -0.281 Eh. For the molar mass, the calculation gives 368.48 g/mol.


The following is a DFT calculation (ωB97M-V/def2-TZVPD) of an isolated molecule of C24H24N4O3.

Atoms and positions in Å:
C1 -2.330 -0.018 -5.268
C2 -2.425 0.375 -3.824
C3 -3.672 0.631 -3.265
C4 -3.810 0.971 -1.932
C5 -2.689 1.055 -1.122
C6 -1.442 0.804 -1.659
C7 -1.298 0.471 -3.004
C8 0.067 0.233 -3.508
C9 0.616 0.947 -4.612
C10 1.901 0.713 -4.960
C11 2.718 -0.245 -4.241
O1 3.869 -0.533 -4.499
N1 2.047 -0.852 -3.174
C12 2.757 -1.815 -2.356
C13 2.741 -1.477 -0.852
O2 3.763 -1.334 -0.225
N2 1.480 -1.419 -0.358
C14 1.059 -1.139 0.944
C15 -0.316 -1.073 1.172
C16 -0.802 -0.788 2.431
C17 0.074 -0.576 3.491
C18 -0.418 -0.325 4.879
O3 -0.065 -1.008 5.825
N3 -1.291 0.694 5.029
C19 -1.602 1.733 4.069
C20 -1.830 2.967 4.941
C21 -2.501 2.368 6.176
C22 -1.764 1.043 6.361
C23 1.442 -0.679 3.266
C24 1.939 -0.946 2.005
N4 0.788 -0.623 -2.845
H1 -2.291 0.869 -5.901
H2 -1.442 -0.615 -5.461
H3 -3.207 -0.591 -5.560
H4 -4.550 0.556 -3.891
H5 -4.791 1.166 -1.525
H6 -2.784 1.314 -0.079
H7 -0.559 0.881 -1.042
H8 0.010 1.672 -5.134
H9 2.381 1.223 -5.780
H10 2.314 -2.808 -2.489
H11 3.793 -1.824 -2.704
H12 0.737 -1.463 -1.052
H13 -1.003 -1.250 0.355
H14 -1.869 -0.754 2.597
H15 -2.521 1.485 3.522
H16 -0.791 1.859 3.349
H17 -0.872 3.412 5.213
H18 -2.441 3.719 4.448
H19 -3.558 2.188 5.974
H20 -2.420 3.008 7.052
H21 -0.905 1.139 7.033
H22 -2.403 0.248 6.752
H23 2.120 -0.546 4.096
H24 3.000 -1.012 1.837

Force components x, y, z for each atom (eV/Å):
C 0.0 0.0 0.0
C 0.1 0.0 0.1
C 0.0 0.0 0.0
C 0.0 0.0 0.0
C 0.0 0.0 0.1
C 0.0 0.0 -0.1
C -0.3 0.1 0.2
C 0.4 -0.3 0.1
C 0.6 -0.1 -0.1
C -0.4 0.2 0.0
C -0.1 -0.1 0.1
O 0.2 0.1 -0.2
N 0.3 0.3 -0.4
C 0.5 -0.3 0.3
C -0.1 -0.1 -0.6
O 0.3 0.0 0.2
N -0.5 -0.1 0.1
C 0.0 0.0 0.3
C 0.1 0.0 0.0
C 0.1 0.0 0.1
C 0.2 -0.2 -0.1
C -0.1 0.0 -0.2
O 0.2 -0.1 0.2
N -0.1 0.1 0.2
C 0.0 0.3 -0.4
C -0.1 -0.1 0.0
C 0.1 0.0 -0.1
C 0.0 -0.2 0.4
C -0.3 0.0 0.1
C 0.2 0.0 -0.1
N -0.9 0.1 -0.1
H 0.0 0.0 -0.1
H 0.0 -0.1 -0.1
H 0.0 0.0 -0.1
H -0.1 0.0 -0.1
H -0.1 0.0 0.0
H 0.0 0.0 0.1
H 0.1 0.0 0.1
H 0.0 0.1 -0.1
H 0.0 0.0 0.0
H 0.0 0.1 -0.1
H -0.3 0.0 0.2
H 0.3 0.0 0.2
H -0.1 0.0 -0.1
H -0.1 0.0 0.0
H 0.1 0.1 -0.1
H -0.1 0.0 0.0
H 0.0 0.0 0.0
H 0.0 0.1 0.0
H 0.0 0.0 0.0
H -0.1 0.0 0.0
H -0.1 0.0 0.0
H 0.1 0.1 0.1
H 0.1 0.0 0.1
H 0.0 0.0 0.0

The value obtained for the relative energy (zero: lowest compared OMol25 entry of this formula, charge and spin) is 0.230 eV. Its SMILES is Cc1ccccc1-c1ccc(=O)n(CC(=O)Nc2ccc(C(=O)N3CCCC3)cc2)n1. Its frontier orbital gap is 8.199 eV. As for the energy: -1373.73934 a.u. For the HOMO energy, the calculation gives -0.314 Eh. For the molar mass, the calculation gives 416.48 g/mol.


The following is a DFT calculation (ωB97M-V/def2-TZVPD) of an isolated molecule of C24H24N4O5 in a non-equilibrium geometry.

Atoms and positions in Å:
C1 -1.195 -5.461 -1.542
C2 -1.083 -4.583 -0.303
C3 -0.807 -3.128 -0.672
C4 -0.690 -2.252 0.574
N1 -0.451 -0.864 0.217
C5 0.855 -0.481 -0.041
N2 1.747 -1.395 0.050
C6 3.094 -1.332 0.181
O1 3.872 -2.018 -0.451
C7 3.557 -0.447 1.275
C8 4.835 -0.108 1.638
C9 4.711 0.844 2.671
C10 3.372 1.014 2.862
O2 2.666 0.242 2.029
C11 1.067 0.905 -0.413
C12 2.441 1.398 -0.718
O3 2.908 2.410 -0.257
O4 3.058 0.593 -1.579
C13 4.412 0.894 -1.923
C14 4.479 1.778 -3.159
C15 0.027 1.777 -0.460
C16 -1.293 1.330 -0.222
C17 -2.405 2.225 -0.324
O5 -2.374 3.406 -0.594
N3 -3.679 1.598 -0.073
C18 -4.789 2.382 -0.152
C19 -6.026 1.874 0.062
C20 -6.165 0.504 0.372
C21 -5.066 -0.300 0.458
C22 -5.139 -1.754 0.783
C23 -3.770 0.259 0.230
N4 -2.724 -0.528 0.315
C24 -1.502 -0.021 0.099
H1 -1.390 -6.494 -1.263
H2 -2.006 -5.120 -2.183
H3 -0.271 -5.428 -2.114
H4 -0.273 -4.951 0.329
H5 -2.010 -4.643 0.273
H6 0.125 -3.064 -1.234
H7 -1.617 -2.747 -1.299
H8 -1.614 -2.288 1.151
H9 0.153 -2.585 1.181
H10 5.734 -0.499 1.207
H11 5.504 1.337 3.195
H12 2.819 1.640 3.535
H13 4.875 -0.080 -2.098
H14 4.890 1.388 -1.071
H15 3.961 1.304 -3.989
H16 4.013 2.740 -2.954
H17 5.517 1.941 -3.433
H18 0.184 2.817 -0.704
H19 -4.588 3.416 -0.395
H20 -6.892 2.510 -0.005
H21 -7.149 0.096 0.540
H22 -4.634 -2.330 0.012
H23 -4.621 -1.948 1.720
H24 -6.172 -2.080 0.868

Force components x, y, z for each atom (eV/Å):
C 0.0 0.0 0.3
C 0.0 0.2 -0.3
C 0.0 -0.1 0.3
C -0.1 -0.7 0.0
N -0.1 0.1 0.0
C 0.8 0.0 -0.2
N -0.8 -0.5 -0.1
C 0.0 0.1 0.3
O 0.1 0.1 0.1
C 1.3 -0.1 -0.2
C -0.7 -0.3 -0.3
C -0.5 0.2 0.2
C 0.7 0.3 0.3
O -0.3 -0.2 -0.1
C -0.3 0.4 0.1
C 0.0 0.3 0.1
O -0.1 0.0 -0.1
O -0.3 -0.1 -0.2
C 0.6 0.2 -0.1
C -0.2 -0.2 0.3
C 0.4 -0.3 0.0
C -0.1 -0.3 0.1
C 0.4 0.0 -0.1
O 0.0 0.0 0.0
N 0.0 -0.4 0.1
C -0.7 0.4 0.0
C 0.3 0.2 -0.1
C 0.4 -0.2 0.0
C -0.5 0.2 0.0
C 0.0 0.0 0.0
C 0.1 0.1 0.0
N 0.1 -0.4 0.0
C -0.5 0.9 -0.1
H 0.0 -0.1 -0.1
H -0.1 0.0 -0.1
H 0.1 0.0 -0.1
H 0.0 0.0 0.1
H 0.0 0.0 0.1
H 0.0 0.0 -0.1
H 0.0 0.0 -0.1
H 0.2 0.0 0.0
H -0.1 0.1 0.0
H 0.1 -0.1 -0.1
H 0.1 0.1 0.2
H -0.2 0.0 0.0
H -0.1 0.1 0.1
H -0.1 -0.2 -0.1
H 0.0 0.0 -0.1
H 0.0 0.1 0.0
H 0.1 0.0 -0.1
H 0.1 0.1 0.0
H 0.0 -0.1 0.0
H 0.0 0.1 0.0
H -0.1 -0.1 0.0
H 0.0 -0.1 0.0
H 0.0 -0.1 0.1
H -0.1 0.0 0.0

The value obtained for the relative energy (zero: lowest compared OMol25 entry of this formula, charge and spin) is 0.000 eV. Its SMILES is CCCCn1/c(=N/C(=O)c2ccco2)c(C(=O)OCC)cc2c(=O)n3cccc(C)c3nc21. Its frontier orbital gap is 7.606 eV. As for the energy: -1524.23481 a.u. For the HOMO energy, the calculation gives -0.302 Eh. For the molar mass, the calculation gives 448.48 g/mol.


The following is a DFT calculation (ωB97M-V/def2-TZVPD) of a structure of composition C24H24N6O4PtS in a non-equilibrium geometry.

Atoms and positions in Å:
Pt1 -0.134 -0.105 -0.013
N1 2.418 0.071 2.471
C1 2.862 0.084 1.165
C2 4.245 -0.051 0.974
C3 4.764 -0.027 -0.305
C4 3.882 0.112 -1.376
C5 2.541 0.268 -1.106
N2 2.024 0.241 0.132
C6 1.163 0.125 3.029
C7 1.051 0.026 4.426
C8 -0.200 0.061 5.001
C9 -1.319 0.198 4.183
C10 -1.121 0.319 2.824
N3 0.086 0.277 2.267
H1 3.165 0.016 3.153
H2 4.898 -0.138 1.830
H3 5.827 -0.091 -0.467
H4 4.242 0.136 -2.391
H5 1.826 0.445 -1.901
H6 1.941 -0.063 5.031
H7 -0.310 -0.007 6.072
H8 -2.315 0.224 4.593
H9 -1.946 0.463 2.137
C11 0.717 -2.002 -5.979
C12 -0.250 -1.804 -4.852
C13 -1.267 -0.858 -4.930
C14 -2.139 -0.669 -3.870
C15 -2.007 -1.448 -2.739
C16 -1.022 -2.414 -2.655
C17 -0.143 -2.586 -3.705
S1 -2.976 -1.122 -1.263
O1 -4.292 -0.677 -1.637
O2 -2.887 -2.298 -0.427
N4 -2.093 0.069 -0.608
C18 -2.549 1.413 -0.819
C19 -1.515 2.479 -0.327
O3 -1.922 3.589 -0.035
O4 -0.305 2.106 -0.326
H10 0.516 -1.313 -6.795
H11 0.655 -3.024 -6.350
H12 1.740 -1.841 -5.638
H13 -1.370 -0.261 -5.825
H14 -2.934 0.061 -3.921
H15 -0.991 -3.033 -1.774
H16 0.642 -3.326 -3.636
H17 -3.524 1.559 -0.340
H18 -2.684 1.616 -1.890
N5 0.043 -6.498 0.132
C20 0.113 -5.138 0.209
C21 -0.827 -4.393 0.930
C22 -0.686 -3.027 1.028
N6 0.314 -2.347 0.456
C23 1.217 -3.055 -0.232
C24 1.170 -4.423 -0.374
H19 -0.835 -6.938 0.351
H20 0.599 -6.960 -0.566
H21 -1.670 -4.883 1.388
H22 -1.410 -2.447 1.577
H23 2.022 -2.494 -0.690
H24 1.932 -4.942 -0.935

Force components x, y, z for each atom (eV/Å):
Pt 0.0 0.8 0.9
N 0.4 -0.1 0.1
C -0.1 0.1 -0.4
C 0.2 0.2 -0.3
C -0.6 0.0 0.2
C 0.1 0.1 0.1
C 0.3 0.1 -0.2
N 0.5 -0.4 0.2
C -0.7 0.1 0.3
C 0.0 0.1 -0.2
C 0.0 0.0 -0.3
C 0.1 0.1 0.0
C -0.4 0.1 0.5
N 0.4 -0.4 -0.7
H -0.2 0.0 -0.2
H 0.0 0.0 0.1
H 0.1 -0.1 0.0
H 0.0 0.0 -0.1
H 0.0 -0.1 0.0
H 0.1 0.0 0.1
H 0.0 0.0 0.1
H -0.1 0.0 0.0
H 0.0 -0.1 0.0
C 0.0 0.0 0.0
C 0.0 0.1 0.0
C 0.2 -0.1 0.1
C -0.2 0.1 0.0
C -0.4 -0.2 0.4
C -0.1 -0.2 -0.1
C -0.1 0.1 0.0
S 0.6 0.3 0.2
O 0.2 0.2 -0.2
O 0.2 0.0 -0.2
N -0.3 -1.4 0.1
C -0.3 1.0 0.0
C -1.4 -0.2 -0.2
O -0.2 0.3 0.0
O 1.2 -0.7 0.1
H 0.0 0.0 -0.1
H 0.0 0.0 -0.1
H 0.1 0.0 0.0
H 0.0 0.1 -0.1
H -0.1 0.1 0.0
H 0.1 -0.1 0.1
H 0.1 -0.1 0.0
H 0.3 0.3 -0.1
H 0.0 0.1 0.0
N 0.0 -0.2 -0.1
C 0.0 0.5 0.2
C 0.2 -0.1 -0.1
C 0.1 -0.2 0.0
N -0.1 0.0 -0.1
C 0.0 -0.1 0.1
C -0.1 0.0 0.0
H 0.0 0.0 0.0
H -0.1 0.0 0.0
H -0.2 0.0 0.1
H -0.1 0.1 0.0
H 0.0 0.1 -0.1
H 0.1 0.0 -0.1

The value obtained for the relative energy (zero: lowest compared OMol25 entry of this formula, charge and spin) is 0.000 eV. As for the expectation value of S²: 2.01. Its frontier orbital gap (spin up / spin down) is 6.533 / 7.273 eV. As for the energy: -2075.94318 a.u. For the HOMO energy (spin up / spin down), the calculation gives -0.242 / -0.282 Eh. For the molar mass, the calculation gives 687.64 g/mol. The spin multiplicity is 3.